[1]
Density functional theory data (ωB97M-V/def2-TZVPD) for one molecule with the formula C4H9NO.

DFT total energy: -287.75852 hartree
Kohn-Sham gap: 10.4 eV
SMILES: C[C@]1(CN)CO1
LUMO energy: 0.975 eV
HOMO energy: -9.42 eV
relative energy (zero: lowest compared OMol25 entry of this formula, charge and spin): 194.1 kJ/mol

Geometry as ORCA input:
```
! RIJCOSX wB97M-V def2-TZVPD def2/J DEFGRID3
* xyz 0 1
H -1.7852 -1.3256 -0.2253
H -0.5358 0.5632 1.8911
H 0.4874 2.2911 -0.9889
C 0.3239 0.7991 1.2563
C 0.3385 1.2485 -1.2688
H 0.2708 -1.4233 -1.4363
N -0.9954 -1.8410 0.1611
H 1.0888 -1.6467 0.1209
O -0.9707 0.7969 -0.9249
H -1.0388 -1.7051 1.1686
C 0.2104 -1.2049 -0.3641
H 0.7673 0.9389 -2.2228
H 1.2083 0.3290 1.7140
H 0.4889 1.8811 1.2898
C 0.1415 0.2991 -0.1708
*
```

Atom charges from the Mulliken analysis, given in e for atoms 1 to 6: 0.29 0.32 0.26 -1.45 -0.67 0.35

***

[2]
Density functional theory data (ωB97M-V/def2-TZVPD) for a 2-piece molecular cluster, C4H9NO overall at a distorted geometry.

DFT total energy: -287.61803 hartree
Kohn-Sham gap: 7.9 eV
LUMO energy: -1.243 eV
HOMO energy: -9.18 eV
relative energy (zero: lowest compared OMol25 entry of this formula, charge and spin): 563.0 kJ/mol

Geometry as ORCA input:
```
! RIJCOSX wB97M-V def2-TZVPD def2/J DEFGRID3
* xyz 0 1
H 0.4412 -1.5253 0.2287
H -2.4833 -1.2110 1.2431
C -0.7869 0.2574 -1.6660
H 4.2511 0.6071 0.7433
H 0.3399 1.4796 -0.1026
O 1.3439 -0.1390 1.2897
H 4.1339 -0.1224 0.6782
H -1.3804 0.5918 1.7642
H -1.6550 -0.3640 -1.4825
N -2.1235 -0.6740 0.4564
H 0.0094 -0.2271 -2.2270
C -0.2556 0.6001 -0.2769
H -1.1043 1.1905 -2.1286
C -1.1418 0.0355 0.8591
C 0.4114 -0.4992 0.6209
*
```

Atom charges from the Mulliken analysis, given in e for atoms 1 to 6: 0.45 0.24 -1.15 0.04 0.47 -0.50

***

[3]
Density functional theory data (ωB97M-V/def2-TZVPD) for a 2-piece molecular cluster, C4H9NO overall.

DFT total energy: -287.77201 hartree
Kohn-Sham gap: 10.6 eV
SMILES: [H]/N=C\C.CC=O
LUMO energy: 1.101 eV
HOMO energy: -9.47 eV
relative energy (zero: lowest compared OMol25 entry of this formula, charge and spin): 158.7 kJ/mol

Geometry as ORCA input:
```
! RIJCOSX wB97M-V def2-TZVPD def2/J DEFGRID3
* xyz 0 1
H -2.7716 1.8198 0.0617
H -0.5496 1.8563 -0.5017
C 1.5343 -1.2609 -0.4333
H 1.3585 -1.1586 -1.5235
H -2.9633 0.6235 1.3685
H -3.4368 0.2005 -0.2751
H 3.6075 -0.7532 -0.3151
N -0.3076 0.8718 -0.3551
C -1.3184 0.2212 0.0568
H -1.1612 -0.8459 0.2469
C -2.6980 0.7565 0.3132
O 0.8707 -2.0293 0.2272
C 2.6538 -0.4194 0.1121
H 2.4920 0.6212 -0.1830
H 2.6894 -0.5034 1.2004
*
```

Atom charges from the Mulliken analysis, given in e for atoms 1 to 6: 0.31 0.22 0.25 0.33 0.26 0.27

***

[4]
Density functional theory data (ωB97M-V/def2-TZVPD) for a 2-piece molecular cluster, C4H9NO overall at a distorted geometry.

DFT total energy: -287.71678 hartree
Kohn-Sham gap: 8.9 eV
SMILES: C=CN.C=CO
LUMO energy: 0.880 eV
HOMO energy: -7.97 eV
relative energy (zero: lowest compared OMol25 entry of this formula, charge and spin): 303.7 kJ/mol

Geometry as ORCA input:
```
! RIJCOSX wB97M-V def2-TZVPD def2/J DEFGRID3
* xyz 0 1
H -0.4735 1.8433 2.2814
N -1.0875 -2.4508 -0.0723
H 1.0895 3.4611 1.7446
C 0.1293 -1.5986 -1.9123
H 0.5848 -1.7432 -2.8884
C 0.4264 1.9686 0.5698
H -1.1865 -3.0811 0.7006
C -0.1014 -2.5961 -1.0457
H 0.5785 -3.3890 -0.7339
H 2.0249 3.2731 0.1099
O -0.6765 1.6996 1.3466
H 0.4677 1.3010 -0.2694
C 1.2958 2.9425 0.8258
H -0.2563 -0.6075 -1.7203
H -1.4055 -1.5115 0.1296
*
```

Atom charges from the Mulliken analysis, given in e for atoms 1 to 6: 0.29 -0.42 0.18 -0.77 0.26 0.35

***

[5]
Density functional theory data (ωB97M-V/def2-TZVPD) for a 2-piece molecular cluster, C4H9NO overall.

DFT total energy: -287.63003 hartree
Kohn-Sham gap: 8.5 eV
LUMO energy: 0.623 eV
HOMO energy: -7.87 eV
relative energy (zero: lowest compared OMol25 entry of this formula, charge and spin): 531.5 kJ/mol

Geometry as ORCA input:
```
! RIJCOSX wB97M-V def2-TZVPD def2/J DEFGRID3
* xyz 0 1
H 0.2529 -0.2908 -2.8736
C 0.0357 -0.4612 0.9965
C 0.4224 -0.7478 -1.8908
O -0.1118 0.0876 -0.8689
H -1.4540 -0.6059 2.4965
H 1.4926 -0.9224 -1.7210
H 1.0356 -0.4815 1.4092
H -0.2589 -1.4228 0.5782
H 0.6764 1.9121 -1.5785
N 0.9524 1.5694 0.5170
H -1.8576 0.5319 1.1990
H -0.1133 -1.6979 -1.8508
C 0.6133 1.3646 -0.6331
C -1.0390 0.1626 1.8252
H -0.6465 1.0022 2.3951
*
```

Atom charges from the Mulliken analysis, given in e for atoms 1 to 6: 0.30 -0.24 -0.78 -0.27 0.34 0.35

***

[6]
Density functional theory data (ωB97M-V/def2-TZVPD) for one molecule with the formula C4H9NO.

DFT total energy: -287.80138 hartree
Kohn-Sham gap: 10.1 eV
SMILES: CC(=O)N(C)C
LUMO energy: 0.865 eV
HOMO energy: -9.21 eV
relative energy (zero: lowest compared OMol25 entry of this formula, charge and spin): 81.6 kJ/mol

Geometry as ORCA input:
```
! RIJCOSX wB97M-V def2-TZVPD def2/J DEFGRID3
* xyz 0 1
H -2.2766 0.4483 0.0465
C -1.9158 -0.5435 0.3192
H 2.2734 -0.6858 0.6784
H -2.4853 -1.3043 -0.2182
H -2.0880 -0.7012 1.3890
O -0.1250 -2.0385 0.0509
H 2.4647 0.1512 -0.9055
C 0.1953 1.5488 -0.0486
H 0.2970 1.9347 0.9797
H 0.8501 2.1458 -0.6928
C -0.4619 -0.8617 0.0451
H 1.7995 -1.4850 -0.7905
C 1.8290 -0.4958 -0.3079
N 0.4756 0.1074 -0.1833
H -0.8321 1.7796 -0.3620
*
```

Atom charges from the Mulliken analysis, given in e for atoms 1 to 6: 0.35 -0.98 0.29 0.30 0.24 -0.64

***

Q: Which of these has the lowest relative energy (zero: lowest compared OMol25 entry of this formula, charge and spin)?
A: number 6